Record 1
C13H20N2O3 | wB97M-V/def2-TZVPD

Its total energy is -842.10580 Ha. As for the orbital gap: 9.011 eV. The value obtained for the HOMO energy is -8.6 eV. As for the charge: 0. Its multiplicity is 1.

Cartesian coordinates (Å):
C -1.885 -2.916 0.542
H -1.303 -2.725 -0.502
H -1.335 -3.719 0.863
H -2.936 -3.135 0.250
C -1.742 -1.908 1.255
C -2.378 -0.578 0.854
N -3.471 -0.026 1.451
O -3.690 1.176 0.362
C -2.829 1.236 -0.612
C -1.832 0.148 -0.375
C -0.801 0.037 -1.246
O -1.012 -0.673 -2.409
N 0.498 0.060 -0.952
C 1.676 -0.026 -1.563
H 1.990 0.729 -2.316
H 1.301 -0.943 -2.165
C 2.794 -0.751 -0.603
C 2.352 -1.976 0.080
H 3.238 -2.067 0.686
H 2.329 -2.661 -0.633
H 1.370 -1.866 0.389
O 2.934 0.476 0.503
C 2.144 1.576 0.506
C 2.372 2.211 1.947
H 1.804 3.210 1.638
H 3.562 2.483 1.794
H 2.260 1.296 2.598
C 0.732 1.148 0.353
H -0.053 1.816 0.536
H 0.527 0.320 1.334
H 2.337 2.283 -0.426
H 3.653 -0.749 -1.358
C -2.859 2.324 -1.513
H -2.427 1.838 -2.474
H -3.972 2.430 -1.721
H -2.374 3.402 -1.142
H -0.679 -1.583 1.458
H -2.295 -1.899 2.610

=====

Record 2
C13H20N2O6P | wB97M-V/def2-TZVPD

Its total energy is -1409.20373 Ha. As for the orbital gap: 8.092 eV. The value obtained for the HOMO energy is -12.3 eV. As for the charge: +1. Its multiplicity is 1. Its structure (SMILES) is CCO[C@@]1(ON=O)[C@H]([PH2]=O)OCC[N@@H+]1COc1ccccc1.

Cartesian coordinates (Å):
C -0.645 3.531 1.061
C -1.387 2.269 1.662
O -0.633 1.066 1.346
C -1.296 0.195 0.483
O -2.444 -0.453 1.032
N -2.329 -0.691 2.415
O -3.401 -0.603 2.867
C -1.816 0.907 -0.871
P -3.698 1.173 -0.909
O -3.986 2.190 -1.989
O -1.488 0.158 -2.053
C -1.828 -1.229 -1.932
C -0.848 -1.865 -0.851
N -0.240 -0.782 0.011
C 0.476 -1.483 1.130
O 1.444 -2.411 0.636
C 2.584 -1.742 0.156
C 2.968 -1.901 -1.264
C 4.145 -1.218 -1.826
C 5.011 -0.365 -0.983
C 4.643 -0.209 0.423
C 3.468 -0.899 0.968
H -0.967 3.801 0.024
H -0.657 4.413 1.755
H 0.444 3.233 0.984
H -2.477 2.222 1.423
H -1.324 2.389 2.784
H -1.344 1.920 -1.015
H -4.430 0.001 -1.248
H -4.223 1.699 0.305
H -2.912 -1.433 -1.748
H -1.586 -1.706 -2.924
H -1.453 -2.571 -0.225
H -0.058 -2.417 -1.427
H 0.477 -0.236 -0.504
H 1.007 -0.809 1.843
H -0.270 -2.104 1.698
H 2.341 -2.523 -1.942
H 4.360 -1.363 -2.913
H 5.877 0.138 -1.474
H 5.291 0.456 1.045
H 3.206 -0.749 2.046

=====

Record 3
C13H20N2OS2 | wB97M-V/def2-TZVPD

Its total energy is -1488.38926 Ha. As for the orbital gap: 4.619 eV. The value obtained for the HOMO energy is -5.8 eV. As for the charge: 0. Its multiplicity is 1.

Cartesian coordinates (Å):
C -3.254 1.350 -3.791
N -2.342 0.217 -3.741
C -3.018 -1.069 -3.754
C -1.006 0.357 -3.421
S -0.343 1.917 -3.311
S -0.051 -1.002 -3.112
H -2.704 2.297 -3.831
H -3.881 1.252 -4.686
H -3.928 1.344 -2.922
H -2.300 -1.893 -3.755
H -3.688 -1.161 -2.889
H -3.646 -1.119 -4.652
C 3.493 -3.549 3.460
O 3.843 -2.156 3.360
C 3.067 -1.335 2.602
C 3.481 0.029 2.538
C 2.735 0.929 1.819
C 1.541 0.526 1.174
C 0.697 1.514 0.560
N -0.592 1.642 0.777
C -1.361 2.580 -0.035
C -1.337 0.807 1.719
C 1.189 -0.846 1.157
C 1.918 -1.769 1.889
H 4.261 -3.989 4.100
H 2.506 -3.672 3.922
H 3.508 -4.027 2.473
H 4.379 0.317 3.081
H 3.031 1.984 1.779
H 1.148 2.242 -0.127
H -2.412 2.493 0.234
H -1.026 3.606 0.138
H -1.215 2.358 -1.101
H -2.348 1.209 1.772
H -1.384 -0.229 1.369
H -0.883 0.816 2.717
H 0.323 -1.159 0.577
H 1.602 -2.812 1.913

=====

Record 4
C13H20N4O3RuS4SeSi | wB97M-V/def2-TZVPD

Its total energy is -5330.76156 Ha. As for the orbital gap (alpha / beta): 5.987 / 6.133 eV. The value obtained for the HOMO energy (alpha / beta) is -7.8 / -8.1 eV. As for the charge: 0. Its multiplicity is 1.

Cartesian coordinates (Å):
Ru -0.594 0.215 -0.131
C 4.300 -3.745 -0.289
Si 3.287 -3.430 1.250
C 4.345 -3.654 2.778
C 1.828 -4.588 1.332
C 2.770 -1.604 1.211
C 3.700 -0.630 1.584
C 3.414 0.729 1.553
C 2.157 1.122 1.138
N 1.253 0.212 0.788
C 1.530 -1.110 0.811
S 0.085 -1.956 0.237
H 4.691 -4.766 -0.296
H 5.149 -3.061 -0.353
H 3.693 -3.612 -1.187
H 4.637 -4.702 2.874
H 3.797 -3.376 3.680
H 5.264 -3.064 2.746
H 2.195 -5.588 1.579
H 1.295 -4.648 0.383
H 1.109 -4.296 2.099
H 4.686 -0.940 1.913
H 4.146 1.467 1.843
H 1.849 2.159 1.078
O -4.618 -0.359 -0.282
S -3.253 -0.787 -0.119
O -3.048 -2.165 0.202
O -2.359 -0.248 -1.205
S -2.155 0.304 1.377
S -3.581 2.434 1.353
C -3.733 2.824 -0.331
N -4.338 1.977 -1.146
C -4.320 2.117 -2.599
C -3.164 3.011 -3.009
C -3.220 4.302 -2.209
N -3.272 3.979 -0.784
H -4.579 1.071 -0.748
H -5.272 2.538 -2.934
H -4.224 1.118 -3.021
H -3.213 3.225 -4.076
H -2.220 2.502 -2.802
H -4.089 4.904 -2.487
H -2.323 4.901 -2.363
H -2.700 4.525 -0.151
Se -0.041 5.112 -0.281
C -0.342 3.366 -0.458
N -0.522 2.218 -0.547

=====

Record 5
C13H20NO6PtTe | wB97M-V/def2-TZVPD

Its total energy is -1400.68141 Ha. As for the orbital gap: 8.138 eV. The value obtained for the HOMO energy is -12.2 eV. As for the charge: +1. Its multiplicity is 1.

Cartesian coordinates (Å):
Pt 0.231 -0.055 0.354
O -3.553 -1.463 0.773
C -2.587 -0.918 0.318
O -1.604 -0.467 1.094
C -2.465 -0.603 -1.171
C -1.992 0.834 -1.389
C -2.239 1.305 -2.811
C -1.194 0.492 -3.616
C -0.505 -0.321 -2.534
O -0.508 0.664 -1.409
C -1.399 -1.427 -1.981
C -0.586 -2.457 -1.181
O -0.840 -3.629 -1.259
O 0.423 -1.960 -0.492
H -3.456 -0.754 -1.591
H -2.239 1.535 -0.598
H -2.064 2.375 -2.900
H -3.265 1.102 -3.110
H -0.488 1.145 -4.123
H -1.644 -0.165 -4.358
H 0.524 -0.608 -2.732
H -1.886 -1.973 -2.785
N 0.582 -0.498 4.318
C 0.431 -0.029 3.099
O 0.871 -0.721 2.127
C -0.230 1.283 2.832
C 0.077 1.713 1.390
H 0.943 -1.431 4.454
H 0.238 0.011 5.115
H 0.077 2.018 3.578
H -1.301 1.110 2.954
H 0.997 2.293 1.341
H -0.731 2.324 0.994
C 3.383 -1.623 0.318
Te 2.658 0.172 -0.526
C 3.599 1.455 0.870
H 3.310 -1.544 1.399
H 4.411 -1.765 -0.002
H 2.733 -2.415 -0.047
H 4.674 1.334 0.756
H 3.292 1.174 1.875
H 3.323 2.483 0.652

=====

Record 6
C13H20O5Si | wB97M-V/def2-TZVPD

Its total energy is -1173.12856 Ha. As for the orbital gap: 9.270 eV. The value obtained for the HOMO energy is -8.9 eV. As for the charge: 0. Its multiplicity is 1. Its structure (SMILES) is CO[Si](CCCOc1ccc(C=O)cc1)(OC)OC.

Cartesian coordinates (Å):
C -0.892 -1.956 2.389
O -1.129 -1.429 1.109
Si -1.864 0.098 1.213
C -1.609 1.171 -0.347
C -0.200 1.729 -0.288
C 0.365 2.349 -1.587
O 0.711 1.485 -2.633
C 1.706 0.534 -2.287
C 1.648 -0.674 -3.023
C 2.429 -1.737 -2.703
C 3.352 -1.621 -1.680
C 4.166 -2.787 -1.397
O 4.182 -3.775 -2.080
C 3.471 -0.414 -0.965
C 2.674 0.662 -1.307
O -3.506 0.057 1.499
C -4.236 -1.059 1.165
O -1.088 0.931 2.420
C -1.556 2.163 2.888
H -0.563 -2.990 2.261
H -1.740 -1.811 3.066
H -0.061 -1.418 2.844
H -2.330 1.984 -0.281
H -1.797 0.612 -1.260
H -0.226 2.540 0.475
H 0.470 0.938 0.074
H -0.397 3.050 -1.993
H 1.248 2.973 -1.383
H 0.873 -0.748 -3.755
H 2.373 -2.662 -3.246
H 4.865 -2.752 -0.576
H 4.172 -0.351 -0.164
H 2.720 1.579 -0.734
H -5.098 -1.173 1.831
H -3.604 -1.935 1.309
H -4.488 -0.995 0.106
H -1.517 2.127 3.971
H -0.929 2.997 2.513
H -2.590 2.310 2.555

=====

Record 7
C13H21AuCl3GeIN4O3 | wB97M-V/def2-TZVPD

Its total energy is -4842.67840 Ha. As for the orbital gap (alpha / beta): 8.215 / 6.285 eV. The value obtained for the HOMO energy (alpha / beta) is -17.2 / -18.4 eV. As for the charge: +3. Its multiplicity is 4.

Cartesian coordinates (Å):
Au -0.167 0.025 0.036
C 1.477 3.912 1.669
C 0.649 3.025 0.797
O 0.909 1.792 0.759
N -0.334 3.581 0.100
C -1.216 2.875 -0.821
C -2.309 2.126 -0.097
C -3.517 2.722 0.215
C -4.452 2.027 0.966
C -4.162 0.736 1.380
C -2.950 0.184 1.027
N -2.045 0.866 0.302
H 2.410 3.417 1.918
H 0.931 4.102 2.596
H 1.680 4.867 1.186
H -0.472 4.575 0.220
H -0.617 2.192 -1.427
H -1.651 3.610 -1.495
H -3.721 3.727 -0.129
H -5.393 2.492 1.232
H -4.860 0.163 1.974
H -2.674 -0.819 1.323
Cl -0.055 -5.564 -0.413
Ge 0.923 -3.746 0.611
Cl -0.294 -3.310 2.305
Cl 2.767 -4.596 1.213
N -1.904 -2.120 -2.790
C -1.861 -2.528 -1.532
O -1.119 -2.031 -0.668
C -2.792 -3.650 -1.099
I -2.408 -5.525 -2.032
H -1.266 -1.410 -3.116
H -2.505 -2.551 -3.477
H -3.831 -3.419 -1.340
H -2.681 -3.840 -0.035
C 4.232 -1.320 -1.327
N 3.946 -0.618 -0.072
C 5.104 -0.166 0.726
C 2.747 -0.429 0.379
O 1.694 -0.896 -0.195
H 4.846 -0.671 -1.950
H 3.306 -1.555 -1.841
H 4.785 -2.232 -1.112
H 5.969 -0.118 0.070
H 5.305 -0.870 1.530
H 4.914 0.823 1.134
H 2.659 0.145 1.299

=====

Record 8
C13H21BN8V | wB97M-V/def2-TZVPD

Its total energy is -1914.40409 Ha. As for the orbital gap (alpha / beta): 7.919 / 7.348 eV. The value obtained for the HOMO energy (alpha / beta) is -13.8 / -13.2 eV. As for the charge: +2. Its multiplicity is 2.

Cartesian coordinates (Å):
V 0.319 -1.182 -0.051
C -0.844 0.715 3.632
C -1.198 -0.068 2.546
N -0.145 -0.258 1.736
N 0.896 0.408 2.296
C 0.499 0.998 3.425
B 2.310 0.337 1.657
N 2.255 0.924 0.216
C 2.965 1.921 -0.310
C 2.670 2.021 -1.664
C 1.733 1.028 -1.882
N 1.482 0.354 -0.748
N 2.733 -1.139 1.572
C 3.783 -1.768 2.116
C 3.742 -3.101 1.751
C 2.607 -3.208 0.958
N 1.996 -2.024 0.851
H -1.457 1.025 4.459
H -2.148 -0.535 2.330
H 1.198 1.571 4.012
H 3.079 0.967 2.313
H 3.645 2.487 0.305
H 3.090 2.711 -2.374
H 1.253 0.736 -2.804
H 4.484 -1.220 2.722
H 4.435 -3.877 2.019
H 2.205 -4.079 0.463
N -3.639 0.886 -2.629
C -3.224 1.451 -1.293
C -1.827 0.966 -0.947
N -1.713 -0.509 -0.953
C -2.143 -1.050 -2.255
C -3.546 -0.619 -2.648
H -3.048 1.277 -3.367
H -4.596 1.175 -2.848
H -3.970 1.110 -0.574
H -3.271 2.536 -1.360
H -1.550 1.341 0.038
H -1.093 1.364 -1.652
H -2.336 -0.871 -0.230
H -2.104 -2.138 -2.229
H -1.421 -0.724 -3.009
H -4.297 -0.979 -1.944
H -3.810 -0.960 -3.647

=====

Record 9
C13H21Cl2FN2O2 | wB97M-V/def2-TZVPD

Its total energy is -1788.14173 Ha. As for the orbital gap: 9.548 eV. The value obtained for the HOMO energy is -9.1 eV. As for the charge: 0. Its multiplicity is 1. Its structure (SMILES) is Fc1ccccc1.CNC(C)=O.CNC(C)=O.ClCCl.

Cartesian coordinates (Å):
F -1.009 -4.226 -4.421
C -1.178 -3.394 -5.460
C -1.739 -3.861 -6.673
C -1.873 -3.047 -7.766
C -1.423 -1.715 -7.692
C -0.873 -1.155 -6.515
C -0.775 -2.046 -5.423
H -2.136 -4.862 -6.755
H -2.295 -3.403 -8.695
H -1.583 -1.126 -8.583
H -0.711 -0.092 -6.414
H -0.309 -1.691 -4.516
C -1.147 -3.664 3.727
N -1.473 -2.808 2.592
C -1.961 -1.615 2.567
C -1.816 -0.751 3.827
O -2.426 -1.190 1.518
H -1.163 -4.746 3.594
H -1.762 -3.402 4.588
H -0.088 -3.490 3.921
H -1.498 -3.366 1.751
H -2.407 -1.062 4.689
H -2.078 0.290 3.638
H -0.765 -0.599 4.070
C 4.192 0.027 0.472
N 4.445 1.373 1.057
C 4.742 2.366 0.277
C 4.946 3.678 1.003
O 5.081 2.201 -0.955
H 4.870 -0.362 -0.287
H 3.252 0.135 -0.070
H 4.100 -0.782 1.196
H 4.751 1.426 2.018
H 4.130 4.393 0.906
H 5.846 4.083 0.540
H 5.069 3.625 2.085
Cl -5.738 7.367 5.464
C -4.111 6.853 5.997
Cl -3.647 7.580 7.652
H -3.897 5.788 5.913
H -3.546 7.271 5.163

=====

Record 10
C13H21Cl5EuOP2 | wB97M-V/def2-TZVPD

Its total energy is -4276.77732 Ha. As for the orbital gap (alpha / beta): 4.871 / 6.539 eV. The value obtained for the HOMO energy (alpha / beta) is -10.5 / -10.7 eV. As for the charge: +1. Its multiplicity is 7.

Cartesian coordinates (Å):
Eu -0.947 -0.377 -0.134
H 0.122 -0.663 -2.426
H 0.621 -1.156 -2.123
P -3.074 1.153 -1.260
P 0.658 -2.453 1.074
C 1.335 -2.265 2.757
H 1.952 -3.142 2.962
H 1.913 -1.341 2.831
H 0.516 -2.270 3.493
C -0.317 -3.974 1.469
H -0.681 -4.417 0.534
H 0.352 -4.675 1.977
H -1.139 -3.696 2.139
C 1.999 -3.360 0.201
H 2.740 -2.662 -0.200
H 2.456 -4.065 0.898
H 1.556 -3.948 -0.624
C -4.640 0.202 -1.081
H -5.430 0.817 -1.525
H -4.550 -0.747 -1.626
H -4.843 0.040 -0.014
C -3.668 2.761 -0.651
H -2.927 3.541 -0.852
H -4.595 2.990 -1.186
H -3.885 2.713 0.423
C -3.153 1.458 -3.058
H -3.051 0.511 -3.602
H -4.123 1.907 -3.275
H -2.358 2.148 -3.353
C -0.246 1.056 1.773
O 0.127 1.674 2.652
H -2.145 -0.882 1.335
Cl 0.424 2.096 -0.881
C 2.067 2.054 -0.259
C 2.475 0.940 0.417
C 3.789 0.719 0.763
Cl 4.300 -0.802 1.410
C 4.753 1.750 0.508
Cl 6.404 1.529 0.861
C 4.343 2.956 -0.127
Cl 5.482 4.190 -0.489
C 2.980 3.123 -0.497
Cl 2.404 4.568 -1.233

=====

Record 11
C13H21CuO14S | wB97M-V/def2-TZVPD

Its total energy is -3599.93530 Ha. As for the orbital gap (alpha / beta): 5.679 / 5.650 eV. The value obtained for the HOMO energy (alpha / beta) is -3.3 / -3.3 eV. As for the charge: -1. Its multiplicity is 2.

Cartesian coordinates (Å):
Cu -1.015 -0.407 -0.502
S -1.127 -0.492 -3.246
O -1.469 0.569 -4.164
O 0.014 -0.215 -2.426
O -2.150 -0.785 -2.268
O -0.909 -1.571 -4.155
C -2.181 0.134 2.651
O -2.079 -0.614 1.430
H -2.777 -0.329 3.437
H -1.197 0.291 3.094
H -2.659 1.094 2.457
C 5.094 0.637 1.862
C 4.029 1.442 1.055
C 4.017 1.015 -0.378
O 2.777 0.588 -0.668
C 2.054 0.596 0.496
O 0.865 0.221 0.585
O 2.764 1.045 1.524
H 5.023 -0.450 1.830
H 4.890 0.829 2.915
H 6.117 0.925 1.620
H 4.291 2.500 1.056
H 4.595 0.096 -0.474
H 4.261 1.829 -1.060
C -4.782 5.099 -0.483
C -3.700 4.537 -1.381
C -2.431 5.247 -1.269
O -1.531 4.228 -1.299
C -2.138 3.063 -0.939
O -1.497 1.989 -0.688
O -3.414 3.194 -0.988
H -4.851 6.179 -0.606
H -4.617 4.948 0.584
H -5.805 4.770 -0.661
H -3.982 4.601 -2.431
H -2.210 5.880 -0.410
H -2.346 5.932 -2.113
C 2.173 -6.066 0.772
C 0.883 -5.721 0.047
C -0.295 -5.574 0.950
O -0.693 -4.187 0.777
C 0.125 -3.553 -0.124
O -0.023 -2.359 -0.472
O 1.078 -4.424 -0.494
H 2.961 -6.019 0.021
H 2.061 -7.039 1.249
H 2.351 -5.338 1.564
H 0.722 -6.406 -0.785
H -0.151 -5.790 2.008
H -1.117 -6.134 0.504

=====

What is the multiplicity in the tenth record? 7

=====

Look up the multiplicity of the fourth one. 1

=====

What is the formula in the third record? C13H20N2OS2